C16H40LiN2O12P | ωB97M-V with the def2-TZVPD basis set

Each line ends with the Löwdin charge.
Geometry (Å):
C (2.93, 2.09, 4.74)  -0.03
N (2.01, 1.23, 3.97)  -0.28
C (2.78, 0.19, 3.29)  -0.05
C (0.82, 0.65, 4.81)  0.11
C (1.54, 2.05, 2.70)  0.00
C (0.28, 3.09, 2.98)  -0.18
O (-0.20, 3.50, 1.67)  -0.16
H (3.50, 1.64, 5.56)  0.10
H (2.39, 2.95, 5.17)  0.10
H (3.71, 2.64, 4.06)  0.14
H (3.51, -0.41, 3.77)  0.11
H (3.51, 0.38, 2.67)  0.04
H (2.08, -0.36, 2.75)  0.07
H (0.55, 1.42, 5.30)  0.02
H (1.21, 0.03, 5.50)  0.07
H (0.05, 0.50, 3.96)  0.15
H (1.15, 1.33, 2.01)  0.07
H (2.37, 2.41, 2.30)  0.07
H (0.52, 3.96, 3.59)  0.10
H (-0.46, 2.87, 3.55)  0.03
H (-0.92, 2.72, 1.42)  0.05
C (-5.79, -0.76, -4.63)  -0.06
N (-5.02, -0.09, -3.60)  -0.37
C (-4.87, 1.35, -3.84)  0.00
C (-5.72, -0.31, -2.30)  0.03
C (-3.73, -0.87, -3.56)  -0.07
C (-2.55, -0.23, -2.67)  -0.39
O (-1.42, -0.80, -2.74)  -0.03
H (-6.77, -0.46, -5.08)  0.13
H (-5.84, -1.68, -4.25)  0.04
H (-5.23, -0.98, -5.65)  0.16
H (-5.80, 1.93, -3.93)  0.12
H (-4.41, 1.55, -4.64)  0.04
H (-4.44, 2.01, -3.06)  0.14
H (-6.67, 0.28, -2.61)  0.14
H (-5.25, -0.02, -1.32)  0.15
H (-5.85, -1.34, -2.27)  0.08
H (-3.32, -1.12, -4.59)  0.14
H (-3.95, -1.96, -3.07)  0.18
H (-3.01, 0.10, -1.66)  0.14
H (-2.50, 0.78, -2.96)  0.08
H (-0.94, -0.72, -1.85)  0.00
Li (1.02, -1.05, 0.29)  0.58
P (-1.22, -0.02, 0.93)  -0.24
O (-0.06, -0.54, 1.76)  -0.45
O (-0.54, -0.49, -0.48)  -0.49
O (-1.31, 1.37, 1.05)  -0.26
O (-2.47, -0.70, 1.04)  -0.33
C (4.13, -3.74, 0.56)  -0.05
O (2.83, -4.20, 0.45)  0.04
C (1.89, -3.55, -0.10)  -0.73
O (2.00, -2.48, -0.47)  0.12
O (0.73, -4.20, -0.04)  -0.02
C (-0.51, -3.49, -0.38)  -0.02
H (4.39, -3.25, -0.47)  0.14
H (4.84, -4.42, 1.03)  0.09
H (4.14, -2.80, 1.23)  0.11
H (-0.26, -2.95, -1.30)  0.07
H (-0.83, -2.67, 0.39)  0.10
H (-1.34, -4.47, -0.53)  0.16
C (1.36, 1.61, -1.47)  -0.03
O (2.75, 1.84, -1.59)  0.06
C (3.52, 1.07, -0.87)  -0.54
O (3.10, 0.17, -0.09)  0.03
O (4.82, 1.27, -1.14)  -0.01
C (5.87, 0.47, -0.50)  -0.03
H (0.89, 0.81, -1.93)  0.05
H (0.56, 2.38, -1.97)  0.17
H (1.11, 1.50, -0.47)  0.04
H (6.31, -0.41, -1.04)  0.11
H (5.39, 0.32, 0.52)  0.09
H (6.61, 1.04, 0.11)  0.09

Relative energy (zero: lowest compared OMol25 entry of this formula, charge and spin) (kcal/mol): 37.27
E_LUMO (eV): 0.054
M (g/mol): 490.413
Highest occupied orbital energy (eV): -5.83
Largest force on an atom (eV Å⁻¹): 9.19